The following is a DFT calculation (wB97M-V/def2-TZVPD) of a cluster of 2 separate species, C2H2BrO2S in total at a distorted geometry.

Results
total charge: -1
E_LUMO (spin up / spin down): 2.29 / 1.32 eV
E: -3200.045560 hartree
2S+1: 1
E_HOMO (spin up / spin down): -4.34 / -3.49 eV
orbital gap (spin up / spin down): 6.64 / 4.81 eV
ΔE to the lowest compared entry with this formula, charge and spin: 84.7 kcal/mol

Atoms and positions in Å:
C (2.1784, -1.7165, -0.6323)
C (1.6274, -0.2492, -0.4001)
O (2.5513, -2.2132, -1.6954)
O (2.1729, -2.0082, 0.5684)
S (-1.2757, 1.3979, -1.1343)
Br (2.9862, 1.0530, -0.0448)
H (0.7234, -0.2325, 0.3442)
H (-0.2176, 1.7294, -1.9423)